Here is C40H46F5HfIN2O2SeSiTe as an isolated structure from the Open Molecules 2025 dataset. Energies are from ωB97M-V/def2-TZVPD.

XYZ file:
```
100
C40H46F5HfIN2O2SeSiTe | the Open Molecules 2025 dataset | ωB97M-V/def2-TZVPD
Hf 0.23825 -0.28967 0.53029
I -1.21229 0.28492 3.67528
C -2.25582 1.87772 2.82581
C -2.91006 2.75070 3.64660
C -3.77832 3.71345 3.08509
C -4.01864 3.70820 1.74086
C -3.36912 2.78753 0.88576
C -3.69414 2.69567 -0.49383
C -3.11266 1.75245 -1.28896
C -2.13048 0.91231 -0.71829
C -1.66546 1.01678 0.56466
C -2.39071 1.89617 1.40782
H -2.78641 2.69023 4.71937
H -4.28362 4.41891 3.73340
H -4.72782 4.40517 1.30818
H -4.41676 3.38898 -0.91005
H -3.32559 1.69185 -2.35267
H -1.98581 -0.24465 -2.28742
C 2.71999 -0.14579 3.88574
C 2.11044 1.22082 3.90308
C 2.04926 1.93763 5.09209
C 1.48721 3.20273 5.14185
C 0.98939 3.76492 3.97727
C 1.03804 3.07941 2.76877
C 0.49224 3.73597 1.53090
C 1.58832 1.78511 2.72945
N 1.60963 1.07557 1.50448
C 2.46776 1.67515 0.52090
C 3.61957 2.54532 0.95824
C 2.30802 1.37625 -0.78172
C 3.26620 1.95439 -1.79604
N 1.26012 0.49046 -1.16888
C 1.05065 0.33081 -2.56854
C 0.61669 1.50892 -3.34980
C -0.02180 2.66307 -2.62394
C 0.81007 1.58008 -4.68236
C 1.69262 0.68915 -5.38776
C 2.34168 -0.30003 -4.74793
C 2.01729 -0.70007 -3.38565
C 3.10239 -1.41297 -2.62266
H 3.28250 -0.32596 4.80369
H 3.37882 -0.27963 3.02771
H 1.96286 -0.92785 3.78928
H 2.45175 1.48675 5.99301
H 1.44443 3.74771 6.07717
H 0.54121 4.75268 3.99823
H -0.34290 4.39095 1.78721
H 0.14636 2.99847 0.80630
H 1.25886 4.33778 1.03430
H 3.67989 2.62954 2.04089
H 3.54369 3.56119 0.55502
H 4.57506 2.14016 0.60861
H 4.29245 1.62616 -1.59672
H 3.27107 3.04820 -1.75580
H 3.03053 1.66724 -2.81598
H -0.15686 2.45211 -1.56621
H -1.00008 2.87469 -3.06068
H 0.59053 3.56488 -2.70840
H 0.40257 2.42902 -5.22048
H 1.92894 0.91070 -6.42236
H 3.17140 -0.81011 -5.22930
H 3.23732 -2.42831 -3.00917
H 2.86918 -1.48741 -1.56197
H 4.05369 -0.88456 -2.72105
C -3.60991 -2.24347 1.91378
Si -1.90497 -2.95504 1.55416
C -2.16042 -4.48854 0.51084
C -1.11152 -3.49452 3.17921
O -0.96369 -1.87743 0.78519
H -4.35661 -3.04214 1.92142
H -3.89119 -1.53073 1.13579
H -3.64910 -1.72501 2.87254
H -2.68478 -5.24925 1.09656
H -1.21204 -4.90956 0.17745
H -2.76058 -4.26510 -0.37366
H -1.38823 -4.52357 3.42334
H -1.41256 -2.85904 4.01528
H -0.02482 -3.44632 3.08847
Se 2.18261 -2.24925 1.06438
C 1.62662 -3.96890 0.45426
C 1.55069 -5.03290 1.35679
C 1.21631 -6.31143 0.93680
C 0.95147 -6.56313 -0.40247
C 1.02799 -5.51715 -1.31113
C 1.36088 -4.23937 -0.88819
H 1.75827 -4.84371 2.40255
H 1.15786 -7.11433 1.66305
H 0.67863 -7.55857 -0.73163
H 0.81602 -5.68993 -2.35980
H 1.43274 -3.43976 -1.61327
C 0.59289 -1.00208 -3.05060
H -0.13318 -1.01149 -3.85538
H 0.43139 -1.74172 -2.27297
F -3.54669 -0.79910 -3.39321
Te -4.09107 0.26847 -4.97957
F -5.26665 -1.18610 -5.57258
F -2.52805 1.42077 -4.55406
F -2.75862 -0.77808 -5.78289
F -4.20643 1.05233 -6.78139
O -1.52685 -0.07286 -1.45177
```

## Properties
- M (g/mol) = 1221.9
- total charge = -2
- total energy (a.u.) = -5616.18361
- HOMO energy (hartree) = -0.06324
- energy above the lowest of the compared OMol25 structures with the same formula, charge and spin (kcal per mole) = 25.3
- orbital gap (eV) = 5.51

=====

Here is C40H46N5O7OsPSe3Te as an isolated structure at a distorted geometry from the Open Molecules 2025 dataset. Energies are from ωB97M-V/def2-TZVPD.

XYZ file:
```
104
C40H46N5O7OsPSe3Te | the Open Molecules 2025 dataset | ωB97M-V/def2-TZVPD
Os -0.06603 1.27268 -0.48552
C -0.93693 1.91398 4.42378
C -0.72773 2.33938 2.97268
C 0.01577 3.67568 2.94588
P 0.13667 1.10718 1.85708
C -0.10093 -0.54332 2.69298
C -1.54913 -0.96752 2.45508
C 0.90177 -1.54192 2.11808
C 1.89227 1.47688 2.05198
C 2.54647 1.53478 3.27338
C 3.87497 1.91468 3.35968
C 4.57667 2.00208 4.67888
C 4.54007 2.24118 2.17518
C 3.92087 2.16828 0.95188
C 2.57217 1.77318 0.84938
N 1.93047 1.68548 -0.35192
C 2.71097 1.60538 -1.50902
C 2.74987 2.65718 -2.43442
C 2.14627 3.98068 -2.09692
C 3.38727 2.47518 -3.65192
C 4.02227 1.27158 -3.97942
C 4.62577 1.07548 -5.33752
C 4.11567 0.29828 -3.01832
C 3.52087 0.43958 -1.73852
C 3.68607 -0.55122 -0.77552
H -1.48563 2.70518 4.93258
H 0.01237 1.78318 4.93928
H -1.51753 1.00108 4.51368
H -1.71133 2.47688 2.50398
H 0.94287 3.61418 3.51338
H -0.61343 4.44968 3.38258
H 0.26607 3.97608 1.92568
H 0.10007 -0.43602 3.76478
H -1.83033 -0.72952 1.43198
H -2.23513 -0.43432 3.10898
H -1.68483 -2.03572 2.61818
H 0.85847 -1.53882 1.03158
H 0.68147 -2.55022 2.47018
H 1.91647 -1.28102 2.41968
H 2.00787 1.26798 4.17268
H 3.91357 1.71538 5.49128
H 4.92077 3.02058 4.85308
H 5.44837 1.34998 4.69238
H 5.56987 2.56018 2.22858
H 4.46167 2.42938 0.05328
H 2.45477 4.30048 -1.10232
H 1.05637 3.92608 -2.09162
H 2.43997 4.72898 -2.82702
H 3.38187 3.28668 -4.36482
H 4.17587 1.75208 -6.05962
H 4.48297 0.05048 -5.67392
H 5.69747 1.27318 -5.30702
H 4.64647 -0.62002 -3.22722
H 4.47717 -1.27442 -0.88332
H 2.57147 -1.75152 -1.47622
H 3.23767 -0.46592 0.19928
Se -0.06673 1.00528 -2.94942
Se -0.95373 2.76388 -4.06622
Te -2.45273 3.82138 -2.29492
Se -0.91333 3.52958 -0.34332
O -2.69703 0.44298 -2.43792
C -2.95763 0.69138 -1.26372
O -2.12913 0.79008 -0.30582
C -4.39223 0.93528 -0.85442
C -4.67243 1.70278 0.26758
C -6.00123 1.95698 0.61068
C -7.04723 1.44248 -0.14242
C -6.74323 0.66048 -1.24732
C -5.42233 0.41358 -1.62202
N -7.80863 0.08018 -2.01802
O -7.50293 -0.69172 -2.90912
O -8.95063 0.38358 -1.72712
N -6.28293 2.75408 1.77068
O -5.33643 3.08498 2.46628
O -7.44313 3.04558 1.99708
H -3.87953 2.11528 0.87518
H -8.07433 1.64068 0.12908
H -5.20733 -0.17602 -2.49972
C 1.09617 -5.26582 0.04758
N 0.93117 -4.41422 -1.12072
N -0.03853 -3.40682 -0.98232
C 0.46267 -2.18682 -1.33422
O -0.05893 -1.10512 -1.09562
C 1.79927 -2.41812 -1.96232
C 2.03967 -3.85712 -1.72632
C 3.37277 -4.49502 -1.65682
C -1.38703 -3.78112 -0.83222
C -1.76683 -5.08812 -1.13222
C -3.08053 -5.47662 -0.94852
C -4.02503 -4.57042 -0.49592
C -3.65543 -3.25682 -0.26172
C -2.34063 -2.85922 -0.42002
H 0.11947 -5.56342 0.41998
H 1.63677 -4.74772 0.84738
H 1.64917 -6.15502 -0.24312
H 1.78317 -2.10312 -3.01292
H 4.06147 -3.96892 -2.31212
H 3.32507 -5.54052 -1.95842
H 3.78197 -4.46602 -0.64012
H -1.04753 -5.78492 -1.53582
H -3.36453 -6.49222 -1.17452
H -5.04853 -4.88102 -0.35942
H -4.39083 -2.52862 0.04638
H -2.05623 -1.83522 -0.25212
```

## Properties
- M (g/mol) = 1294.5
- total charge = 0
- total energy (a.u.) = -10256.41340
- HOMO energy (alpha / beta) (hartree) = -0.21743 / -0.21744
- orbital gap (alpha / beta) (eV) = 4.00 / 4.01

=====

Here is C40H46NiP2Si as an isolated structure at a distorted geometry from the Open Molecules 2025 dataset. Energies are from ωB97M-V/def2-TZVPD.

XYZ file:
```
90
C40H46NiP2Si | the Open Molecules 2025 dataset | ωB97M-V/def2-TZVPD
Ni 0.93296 -0.04287 -1.82967
C -1.85778 0.01001 4.41239
C -2.26802 -0.21237 3.14432
C -2.72746 0.88154 2.18252
C -1.56708 1.79060 1.54406
C -0.58883 2.30653 2.48193
C -0.85999 2.56114 3.84641
C -2.18026 2.50424 4.60140
C -2.32793 1.11812 5.33848
C 1.76258 -0.53986 3.84960
H -1.14052 -0.69309 4.92513
H -2.14981 -1.23462 2.67001
H -3.50520 1.47674 2.73612
H -3.20830 0.32908 1.32653
H -1.03387 1.20029 0.74769
H -2.17661 2.58862 1.06913
H 0.19723 2.91663 2.01504
H -0.07724 3.13966 4.42361
H -3.09157 2.64628 4.00245
H -2.22906 3.23030 5.43081
H -1.67616 1.06203 6.22594
H -3.40893 0.99284 5.65184
H 1.83389 -1.60218 3.56893
H 2.75396 -0.07168 3.75877
H 1.15310 -0.01198 3.09685
P -0.01585 -1.89920 -3.71744
P 1.61145 0.38148 -3.89874
C -0.89040 -0.42432 -4.27813
C -0.08490 0.65474 -4.43925
C -0.56592 -3.10352 -5.02990
C -1.70189 -2.91323 -5.83793
C -2.04799 -3.86848 -6.80589
C -1.26907 -5.01057 -7.00166
C -0.11974 -5.18596 -6.21306
C 0.23464 -4.24138 -5.24101
C -1.10723 -2.31112 -2.32098
C -0.97002 -1.35860 -1.24650
C -1.60266 -1.70190 -0.03566
C -2.57082 -2.70028 0.01438
C -2.86129 -3.46979 -1.11775
C -2.08702 -3.31043 -2.27744
C 2.41649 0.86030 -5.61582
C 2.22311 0.01948 -6.73386
C 2.73979 0.34793 -8.00020
C 3.45892 1.53381 -8.20773
C 3.61922 2.39598 -7.11581
C 3.10216 2.06516 -5.84964
C 1.92874 1.94738 -3.02430
C 3.17417 2.02870 -2.36893
C 3.47937 3.15419 -1.61734
C 2.56796 4.22213 -1.56468
C 1.34012 4.13940 -2.22778
C 1.01697 3.00818 -2.96679
H -1.95947 -0.45777 -4.49475
H -0.34845 1.55588 -4.99821
H -2.32281 -2.02335 -5.73398
H -2.94530 -3.71129 -7.41090
H -1.55245 -5.75492 -7.75860
H 0.49502 -6.07302 -6.36583
H 1.14114 -4.39093 -4.64497
H -1.00311 -0.20776 -1.33774
H -1.28768 -1.16257 0.85327
H -3.12982 -2.85530 0.92543
H -3.67843 -4.18091 -1.08869
H -2.35570 -3.90123 -3.15597
H 1.66309 -0.91416 -6.63613
H 2.60794 -0.32657 -8.85225
H 3.88076 1.78514 -9.19276
H 4.17226 3.32884 -7.25919
H 3.26078 2.79056 -5.04688
H 3.83922 1.16626 -2.38293
H 4.42078 3.20735 -1.07350
H 2.81679 5.11201 -0.99246
H 0.62711 4.96744 -2.17738
H 0.03709 2.90974 -3.42964
C -1.14596 0.72649 8.52433
Si 0.42685 -0.15448 8.12586
C 1.86260 0.75661 8.88956
C 0.23531 -1.92453 8.82073
C 0.85482 -0.28033 6.34590
C 1.21461 -0.39248 5.17778
H -1.28077 0.79058 9.60946
H -2.04618 0.24208 8.14487
H -1.15487 1.75562 8.16388
H 1.85006 0.74644 9.98359
H 2.81328 0.32796 8.54891
H 1.83257 1.80102 8.55614
H -0.70380 -2.38295 8.46087
H 1.07663 -2.56364 8.49675
H 0.20865 -1.91790 9.92494
```

## Properties
- M (g/mol) = 675.5
- total charge = 0
- spin multiplicity = 3
- total energy (a.u.) = -4031.98992
- HOMO energy (alpha / beta) (hartree) = -0.16812 / -0.28593
- energy above the lowest of the compared OMol25 structures with the same formula, charge and spin (kcal per mole) = 51.7
- orbital gap (alpha / beta) (eV) = 4.62 / 7.88